## 1
C5H13N | the ωB97M-V functional and the def2-TZVPD basis

Calculated values
gap between HOMO and LUMO: 9.7 eV
HOMO level: -8.516 eV

Geometry (Å):
C  -0.831  -2.317  -1.196
C  0.065  -1.167  -1.683
C  0.809  -0.450  -0.484
C  -0.150  0.441  0.252
N  0.560  1.204  1.259
C  -0.246  2.255  1.826
H  -1.403  -2.005  -0.295
H  -0.449  -3.310  -1.007
H  -1.628  -2.467  -1.924
H  0.746  -1.623  -2.402
H  -0.554  -0.430  -2.218
H  1.063  -1.285  0.188
H  1.744  -0.068  -0.939
H  -0.618  1.181  -0.499
H  -0.974  -0.062  0.724
H  1.479  1.559  1.062
H  0.311  3.125  2.184
H  -1.072  2.676  1.218
H  -0.822  1.954  2.726

---

## 2
C5H13N | the ωB97M-V functional and the def2-TZVPD basis

Calculated values
gap between HOMO and LUMO: 8.3 eV
HOMO level: -7.237 eV

Geometry (Å):
C  -1.205  0.700  -0.367
C  -2.676  0.927  -0.071
N  -0.535  -0.214  0.871
H  -0.909  -1.146  0.710
H  -0.853  0.035  1.808
H  -0.622  1.618  -0.360
H  -1.043  0.185  -1.311
H  -3.066  1.691  -0.746
H  -3.268  0.021  -0.207
H  -2.836  1.302  0.941
C  1.866  -1.549  -0.731
C  1.896  -0.081  -0.441
C  1.700  0.385  0.847
H  2.006  0.611  -1.267
H  2.243  -1.758  -1.732
H  0.838  -1.910  -0.611
H  2.469  -2.108  -0.006
H  1.831  1.450  1.001
H  2.164  -0.160  1.672

---

## 3
C5H13N | the ωB97M-V functional and the def2-TZVPD basis

Calculated values
gap between HOMO and LUMO: 10.4 eV
HOMO level: -9.305 eV

Geometry (Å):
C  -1.973  0.687  -0.718
C  -2.132  1.855  0.275
C  -1.110  2.431  0.873
H  -1.525  0.936  -1.746
H  -1.280  -0.056  -0.307
H  -3.002  0.318  -0.782
H  -3.145  2.012  0.472
H  -1.184  3.161  1.587
H  -0.101  2.197  0.568
C  1.336  -2.776  -0.105
N  1.154  -1.195  0.309
C  2.153  -0.401  -0.426
H  2.333  -3.073  -0.299
H  0.856  -3.261  0.763
H  0.660  -2.836  -0.924
H  1.430  -1.300  1.272
H  3.109  -0.233  0.038
H  1.818  0.631  -0.699
H  2.315  -0.912  -1.498

---

## 4
C5H13N | the ωB97M-V functional and the def2-TZVPD basis

Calculated values
gap between HOMO and LUMO: 9.9 eV
HOMO level: -8.815 eV

Geometry (Å):
C  2.012  0.565  0.488
C  1.856  -0.836  -0.025
C  1.709  -1.226  -1.281
H  2.367  0.515  1.491
H  1.148  1.207  0.417
H  2.787  1.052  -0.110
H  2.126  -1.702  0.585
H  1.204  -2.164  -1.384
H  2.109  -0.607  -2.083
C  -1.803  1.534  0.363
N  -2.425  0.191  0.561
C  -1.511  -0.879  0.169
H  -0.924  1.688  0.953
H  -2.411  2.421  0.589
H  -1.459  1.583  -0.697
H  -3.093  0.209  -0.137
H  -0.657  -1.011  0.883
H  -1.928  -1.847  0.139
H  -1.109  -0.691  -0.920

---

1 (1.606 eV below the next structure)

---

## 1
C5H13N | the ωB97M-V functional and the def2-TZVPD basis

Calculated values
gap between HOMO and LUMO: 10.3 eV
HOMO level: -9.299 eV

Geometry (Å):
C  0.368  0.291  4.044
C  0.878  1.475  3.693
C  0.064  2.667  3.290
H  1.014  -0.546  4.331
H  -0.716  0.125  4.056
H  1.969  1.598  3.696
H  -1.012  2.427  3.324
H  0.322  2.978  2.263
H  0.258  3.512  3.972
N  0.703  -0.381  -3.348
C  -0.791  -2.416  -3.189
C  -0.666  -0.897  -3.321
H  1.220  -0.805  -4.127
H  1.198  -0.661  -2.493
H  -0.292  -2.913  -4.037
H  -1.851  -2.720  -3.176
H  -0.317  -2.756  -2.253
H  -1.162  -0.568  -4.254
H  -1.186  -0.411  -2.473

---

## 2
C5H13N | the ωB97M-V functional and the def2-TZVPD basis

Calculated values
gap between HOMO and LUMO: 9.4 eV
HOMO level: -8.307 eV

Geometry (Å):
C  0.344  1.715  -1.153
C  -0.679  1.848  -0.078
C  -0.019  1.348  1.279
H  0.957  0.764  -1.199
H  0.237  2.001  -2.191
H  1.084  2.461  -0.998
H  -0.908  2.898  0.103
H  -1.599  1.340  -0.220
H  -0.621  1.018  2.171
H  0.723  2.105  1.560
H  0.573  0.383  1.333
C  -1.103  -1.833  -0.252
C  0.002  -2.308  0.414
N  1.232  -2.516  -0.202
H  -1.182  -1.886  -1.320
H  -1.890  -1.115  0.267
H  0.000  -2.309  1.542
H  1.106  -2.603  -1.243
H  1.743  -3.314  0.187

---

1 (1.124 eV below the next structure)

---

## 1
C5H13N | the ωB97M-V functional and the def2-TZVPD basis

Calculated values
gap between HOMO and LUMO: 10.2 eV
HOMO level: -9.011 eV

Geometry (Å):
C  0.138  0.610  1.416
C  0.089  -0.409  0.259
C  1.335  -1.310  0.353
C  -0.035  0.229  -1.118
C  -0.710  -0.680  -2.141
N  -0.818  1.689  1.422
H  -0.014  0.055  2.341
H  1.148  1.021  1.502
H  -0.818  -0.994  0.444
H  1.108  -2.365  0.149
H  2.092  -0.940  -0.329
H  1.724  -1.294  1.367
H  0.954  0.487  -1.514
H  -0.590  1.162  -1.096
H  -0.031  -1.481  -2.425
H  -1.597  -1.129  -1.689
H  -0.999  -0.106  -3.028
H  -1.776  1.378  1.490
H  -0.752  2.339  0.651

---

## 2
C5H13N | the ωB97M-V functional and the def2-TZVPD basis

Calculated values
gap between HOMO and LUMO: 10.4 eV
HOMO level: -9.497 eV

Geometry (Å):
C  -1.432  -0.769  -0.868
C  -0.214  -0.293  -0.031
C  -0.607  -0.513  1.478
C  1.111  -0.975  -0.477
C  0.070  1.208  -0.200
H  -1.612  -1.871  -0.706
H  -1.317  -0.687  -2.032
H  -2.455  -0.280  -0.674
H  -1.034  -1.475  1.735
H  0.289  -0.181  2.096
H  -1.375  0.383  1.819
H  1.395  -0.769  -1.556
H  1.959  -0.508  0.047
H  1.290  -2.136  -0.216
H  0.088  1.484  -1.222
H  -0.878  1.776  0.128
H  2.075  1.363  -0.165
H  1.340  2.609  0.395
N  1.305  1.632  0.449

---

## 3
C5H13N | the ωB97M-V functional and the def2-TZVPD basis

Calculated values
gap between HOMO and LUMO: 10.1 eV
HOMO level: -9.258 eV

Geometry (Å):
C  -0.137  2.407  -1.534
C  1.370  2.093  -1.546
C  1.682  1.050  -2.633
H  -0.768  1.525  -1.496
H  -0.353  3.066  -0.687
H  -0.485  2.987  -2.371
H  1.936  2.981  -1.851
H  1.734  1.833  -0.548
H  2.589  0.422  -2.585
H  1.682  1.503  -3.618
H  0.875  0.307  -2.631
C  -1.341  -1.600  2.944
C  -1.235  -3.729  2.178
N  -1.511  -2.528  1.838
H  -1.166  -0.552  2.717
H  -2.215  -1.512  3.597
H  -0.395  -1.855  3.466
H  -1.847  -4.575  1.873
H  -0.415  -3.823  2.886

---

1 (1.023 eV below the next structure)

---

## 1
C5H13N | the ωB97M-V functional and the def2-TZVPD basis

Calculated values
gap between HOMO and LUMO: 10.3 eV
HOMO level: -9.080 eV

Geometry (Å):
C  -0.763  0.060  0.491
C  0.487  0.168  -0.391
C  -1.522  -1.257  0.372
C  1.353  -1.094  -0.402
C  1.364  1.379  -0.049
N  -1.692  1.154  0.287
H  -0.305  0.130  1.542
H  0.110  0.309  -1.462
H  -2.176  1.065  -0.605
H  -1.230  2.059  0.301
H  -1.783  -1.470  -0.670
H  -2.450  -1.233  0.954
H  -0.924  -2.088  0.758
H  0.798  2.313  0.000
H  1.857  1.239  0.919
H  1.693  -1.349  0.607
H  0.807  -1.949  -0.811
H  2.236  -0.947  -1.033
H  2.141  1.513  -0.809

---

## 2
C5H13N | the ωB97M-V functional and the def2-TZVPD basis

Calculated values
gap between HOMO and LUMO: 6.1 eV
HOMO level: -7.033 eV

Geometry (Å):
C  0.108  -0.572  -0.127
C  -1.330  -0.425  -0.705
C  -2.569  -0.413  0.203
C  1.506  -0.313  -0.925
C  2.586  -0.126  0.120
N  -0.423  1.570  1.027
H  0.122  0.333  0.588
H  0.104  -1.551  0.436
H  -1.361  -0.664  -1.777
H  -3.527  -0.764  -0.093
H  -1.904  0.572  -0.137
H  -1.321  1.211  1.518
H  1.830  -1.207  -1.548
H  1.298  0.495  -1.661
H  3.612  -0.295  -0.096
H  2.319  -0.504  1.046
H  2.493  0.912  0.331
H  -2.406  -0.767  1.211
H  -0.108  2.331  1.599

---

## 3
C5H13N | the ωB97M-V functional and the def2-TZVPD basis

Calculated values
gap between HOMO and LUMO: 9.1 eV
HOMO level: -7.875 eV

Geometry (Å):
C  -0.473  -0.474  2.159
N  -0.662  0.169  0.875
C  2.032  0.484  -0.146
C  0.836  0.368  -1.057
C  -0.401  -0.369  -0.573
C  -1.652  -0.204  -1.470
H  0.311  -1.289  2.026
H  -0.008  0.321  2.738
H  -1.404  -0.881  2.580
H  -1.158  1.051  0.882
H  2.440  -0.483  0.233
H  2.906  0.826  -0.724
H  1.888  1.041  0.771
H  1.254  -0.132  -1.948
H  0.485  1.429  -1.162
H  -0.310  -1.422  -0.336
H  -2.500  -0.067  -0.795
H  -1.903  -1.106  -2.003
H  -1.679  0.738  -2.048

---

1 (1.450 eV below the next structure)